1.
Formula: C2H7Cl2NSi
Source: the OMol25 dataset
Level of theory: wB97M-V/def2-TZVPD

Values from the calculation:
total charge = 0
HOMO energy (alpha / beta) = -8.49 / -7.84 eV
electronic energy = -36600.171 eV
multiplicity = 1
strongest force on any atom = 4.4 eV/Å
frontier orbital gap (alpha / beta) = 8.059 / 7.598 eV

```
13
C2H7Cl2NSi, DFT wB97M-V/def2-TZVPD
C -0.6736 1.8796 0.9951
C -0.4931 -2.2147 -1.4094
N 0.3279 0.8179 1.0583
Si 1.1965 0.0157 -0.1905
Cl 1.9308 1.4246 -1.4759
Cl 2.5834 -1.1344 0.7163
H -0.7684 2.3277 1.9535
H -0.6802 2.6566 0.2372
H -1.7591 1.4787 0.8493
H -0.4144 -2.4595 -2.5263
H 0.0069 -3.0514 -0.8931
H -1.4702 -2.0490 -1.1795
H 0.2135 0.3081 1.8650
```

Atom charges from the natural (NBO) analysis, given in e for atoms 1 to 4: number 1, C, carries -0.415; number 2, C, carries -0.738; number 3, N, carries -1.078; number 4, Si, carries 1.439

2.
Formula: C2H7Cl3NSi
Source: the OMol25 dataset
Level of theory: wB97M-V/def2-TZVPD

Values from the calculation:
total charge = +1
HOMO energy = -14.84 eV
electronic energy = -49116.912 eV
multiplicity = 1
strongest force on any atom = 5.6 eV/Å
frontier orbital gap = 10.753 eV

```
14
C2H7Cl3NSi, DFT wB97M-V/def2-TZVPD
C -0.7281 0.3240 0.9760
C 0.4499 0.6329 0.0328
N 0.3854 -0.1662 -1.2303
Si 1.1626 2.4096 -0.1310
Cl -0.3116 3.3235 -1.1098
Cl 2.0191 3.1323 1.4996
Cl 2.6769 1.8545 -1.4215
H -0.7078 0.9874 1.7675
H -1.5057 0.4143 0.3222
H -0.7299 -0.5517 1.4700
H 1.8806 -0.0521 0.7678
H 1.3493 0.0933 -1.5580
H 0.1305 -1.0724 -0.9806
H -0.4265 0.1221 -1.7249
```

Atom charges from the natural (NBO) analysis, given in e for atoms 1 to 4: number 1, C, carries -0.661; number 2, C, carries -0.400; number 3, N, carries -0.741; number 4, Si, carries 1.408

3.
Formula: C2H7ClNOP
Source: the OMol25 dataset
Level of theory: wB97M-V/def2-TZVPD

Values from the calculation:
total charge = 0
HOMO energy = -8.66 eV
electronic energy = -27536.777 eV
multiplicity = 1
strongest force on any atom = 3.3 eV/Å
frontier orbital gap = 9.291 eV

```
13
C2H7ClNOP, DFT wB97M-V/def2-TZVPD
C -1.2005 -1.5169 -0.4897
N -0.6643 -0.6477 0.4729
P 0.6982 0.1044 0.5299
C 0.4768 1.6265 -0.6075
O 0.9349 0.6416 2.0311
Cl 2.5184 -0.8383 0.1940
H -2.0054 -2.0549 0.0818
H -0.5064 -2.1842 -1.1059
H -1.5881 -1.0116 -1.3537
H -0.3729 2.2007 -0.0564
H 1.3670 2.2215 -0.7492
H 0.0736 1.1990 -1.4863
H 0.2686 0.2600 2.5390
```

Atom charges from the natural (NBO) analysis, given in e for atoms 1 to 4: number 1, C, carries -0.416; number 2, N, carries -1.088; number 3, P, carries 1.915; number 4, C, carries -0.936